1.
{"formula": "C4H15HgN2O", "method": "wB97M-V/def2-TZVPD", "total_charge": -1, "homo_ev": [0.34, 0.34], "orbital_gap_ev": [1.87, 1.87], "species": ["C", "Hg", "N", "H", "H", "H", "H", "H", "H", "H", "H", "C", "N", "C", "C", "O", "H", "H", "H", "H", "H", "H", "H"], "positions_angstrom": [[-1.895, 1.917, -1.390], [0.763, -0.611, -0.301], [2.254, -2.161, 0.139], [-3.245, 3.149, -2.004], [3.009, -1.547, 0.418], [-2.681, 2.760, -1.652], [-1.199, 1.547, -2.166], [-1.185, 2.220, -0.619], [-2.263, 0.969, -0.963], [1.706, -2.608, 0.870], [2.321, -2.594, -0.784], [2.184, -0.524, 4.667], [0.774, -0.854, 4.484], [-0.123, -0.814, 5.636], [0.284, -1.031, 3.258], [1.031, -1.021, 2.242], [2.381, -0.613, 5.735], [2.409, 0.498, 4.338], [2.830, -1.213, 4.112], [-0.538, 0.193, 5.790], [-0.961, -1.505, 5.474], [0.440, -1.109, 6.524], [-0.811, -1.216, 3.199]], "atomic_forces_ev_per_a": [[3.420, -3.225, 1.459], [-2.658, 2.858, -1.668], [1.913, -2.228, 0.094], [-5.314, 4.269, -2.838], [-0.042, -0.598, 0.075], [2.473, -1.931, 1.383], [-0.325, 0.371, -0.530], [0.308, 0.641, 0.584], [-0.740, 0.017, -0.041], [0.703, -0.064, -0.330], [0.219, -0.007, 0.903], [-0.134, 0.025, 0.014], [-0.179, 0.080, 0.622], [-0.080, 0.218, -0.238], [1.559, -0.217, -2.386], [-1.659, -0.159, 2.800], [0.202, 0.050, -0.075], [-0.090, -0.214, 0.037], [-0.258, 0.112, 0.059], [0.147, -0.208, 0.060], [0.266, 0.146, 0.117], [-0.221, -0.048, -0.071], [0.489, 0.112, -0.030]]}


2.
{"formula": "C4H15N2O", "method": "wB97M-V/def2-TZVPD", "total_charge": 1, "homo_ev": -13.87, "orbital_gap_ev": 10.97, "species": ["C", "O", "C", "N", "H", "H", "H", "H", "H", "H", "H", "C", "N", "C", "H", "H", "H", "H", "H", "H", "H", "H"], "positions_angstrom": [[-1.617, 1.353, -0.701], [-2.116, 2.596, -1.166], [-0.617, 0.818, -1.712], [-0.284, -0.604, -1.428], [-1.168, 1.477, 0.287], [-2.453, 0.647, -0.632], [-2.008, 3.251, -0.474], [-1.059, 0.949, -2.702], [0.301, 1.408, -1.720], [0.018, -1.025, -2.304], [-1.159, -1.091, -1.233], [0.787, -2.111, 1.325], [1.350, -0.871, 0.731], [1.273, 0.328, 1.609], [0.650, -2.831, 0.520], [1.440, -2.528, 2.085], [-0.192, -1.878, 1.735], [0.771, -0.699, -0.199], [2.328, -1.026, 0.498], [0.278, 0.372, 2.042], [1.479, 1.218, 1.022], [1.996, 0.247, 2.418]], "atomic_forces_ev_per_a": [[-0.087, 0.283, -0.174], [0.227, -0.172, 0.083], [-0.030, 0.165, -0.165], [-0.324, 0.142, -0.355], [0.007, -0.190, 0.068], [0.013, -0.038, 0.144], [-0.106, 0.105, -0.070], [-0.057, -0.144, 0.018], [0.012, -0.008, 0.140], [0.268, -0.033, 0.140], [0.040, 0.022, 0.102], [-0.182, -0.077, -0.228], [-0.049, 0.190, -0.120], [0.004, -0.150, 0.204], [0.105, -0.059, 0.063], [0.017, 0.110, 0.080], [0.053, 0.001, 0.111], [0.171, -0.168, 0.295], [-0.042, -0.041, -0.212], [-0.048, 0.092, -0.078], [-0.006, 0.008, -0.023], [0.014, -0.038, -0.025]]}


3.
{"formula": "C4H15N2O", "method": "wB97M-V/def2-TZVPD", "total_charge": 1, "homo_ev": -13.72, "orbital_gap_ev": 10.63, "species": ["C", "N", "C", "N", "C", "C", "H", "H", "H", "H", "H", "H", "H", "H", "H", "H", "H", "H", "H", "H", "H", "O"], "positions_angstrom": [[-1.271, -1.083, 0.090], [-0.554, -1.877, 1.078], [-0.346, 0.120, -0.361], [0.390, 0.583, 0.925], [-0.342, 2.617, -1.071], [-1.163, 1.329, -0.996], [-2.279, -0.794, 0.504], [-1.476, -1.756, -0.722], [-1.091, -1.957, 2.015], [-0.239, -2.763, 0.581], [0.393, -0.135, -1.057], [0.173, -0.170, 1.585], [1.429, 0.794, 0.809], [-0.045, 1.395, 1.261], [-0.924, 3.234, -1.826], [0.588, 2.274, -1.570], [-0.136, 3.404, -0.250], [-2.145, 1.400, -0.414], [-1.357, 0.866, -2.012], [3.376, -1.088, 0.448], [2.693, -1.639, -0.790], [2.615, -1.488, 0.181]], "atomic_forces_ev_per_a": [[-0.063, 0.342, 0.582], [-0.590, -1.036, 1.174], [-2.338, 1.562, 1.441], [1.126, -0.498, -1.631], [-0.517, 1.345, -1.802], [-0.444, -2.052, 1.717], [1.124, 0.342, -0.559], [-0.208, 0.286, -0.854], [1.263, -0.726, -2.503], [-0.547, 1.337, 2.026], [1.172, -0.810, -0.745], [0.961, -0.804, 0.196], [-1.783, -0.888, 0.217], [-0.740, 1.734, 0.502], [1.030, -0.460, 0.698], [-0.130, 0.879, 0.307], [-0.467, -2.025, -0.655], [1.192, 0.130, -0.960], [-0.136, 1.213, 0.897], [3.568, 1.543, 1.058], [0.143, 0.116, 1.175], [-3.617, -1.530, -2.282]]}


4.
{"formula": "C4H15N2O", "method": "wB97M-V/def2-TZVPD", "total_charge": 1, "homo_ev": -12.99, "orbital_gap_ev": 4.34, "species": ["C", "C", "C", "C", "N", "N", "H", "H", "H", "H", "H", "H", "H", "H", "H", "H", "H", "H", "H", "H", "H", "O"], "positions_angstrom": [[-2.389, -0.904, 0.829], [-0.926, -1.435, 0.881], [0.116, -0.329, 1.177], [0.099, 0.708, 0.146], [3.022, 3.333, -2.253], [-0.848, -2.463, 1.922], [-2.407, -0.027, 0.186], [-3.079, -1.633, 0.390], [-2.750, -0.615, 1.827], [-0.659, -1.812, -0.103], [-0.132, -0.009, 2.217], [1.117, -0.760, 1.355], [0.992, 1.348, 0.203], [-0.813, 1.199, -0.196], [2.239, 3.615, -2.849], [2.770, 3.545, -1.287], [2.951, 2.315, -2.154], [-0.091, -3.115, 1.775], [-1.711, -2.970, 2.056], [0.702, -0.505, -2.638], [0.687, 0.255, -1.300], [1.111, 0.259, -2.184]], "atomic_forces_ev_per_a": [[0.873, 0.127, 0.016], [-1.686, -1.011, 0.742], [-0.137, -0.928, -1.863], [0.513, 1.599, 4.962], [-0.551, -0.951, 0.806], [0.517, 0.687, -0.258], [-0.386, 0.108, -0.042], [0.305, 0.044, 0.149], [0.195, -0.142, -0.264], [-0.034, -0.277, -0.281], [-0.240, 0.850, -0.385], [-0.054, 0.311, -0.261], [-0.067, -0.239, -0.981], [0.050, -0.682, -0.773], [0.244, -0.036, 0.278], [0.042, 0.934, -0.209], [0.270, 0.057, -0.879], [-0.033, -0.100, 0.027], [-0.040, 0.030, -0.142], [0.228, 0.318, 0.060], [0.416, -0.286, -0.818], [-0.426, -0.412, 0.116]]}


5.
{"formula": "C4H15N2O", "method": "wB97M-V/def2-TZVPD", "total_charge": 1, "homo_ev": -12.44, "orbital_gap_ev": 9.04, "species": ["C", "N", "C", "C", "N", "C", "H", "H", "H", "H", "H", "H", "H", "H", "H", "H", "H", "H", "H", "H", "H", "O"], "positions_angstrom": [[0.354, -1.353, -0.890], [1.490, -0.462, -1.161], [2.830, -0.528, -0.554], [-0.711, -0.830, 0.209], [-0.937, 0.696, -0.041], [-2.395, 0.926, -0.393], [-0.198, -1.424, -1.812], [0.679, -2.485, -0.532], [1.609, -0.299, -2.148], [3.495, -1.194, -1.030], [3.266, 0.465, -0.726], [2.793, -0.811, 0.571], [-1.661, -1.335, 0.080], [-0.243, -0.919, 1.170], [-0.363, 1.017, -0.736], [-0.794, 1.318, 1.086], [-2.762, 0.145, -1.125], [-2.959, 0.935, 0.521], [-2.566, 1.947, -0.801], [-1.067, 1.531, 3.038], [0.438, 1.061, 2.891], [-0.297, 1.596, 2.383]], "atomic_forces_ev_per_a": [[0.758, -1.899, 1.634], [-0.777, 0.072, 0.360], [-1.114, 0.579, 2.007], [2.220, 1.579, -1.974], [-3.700, -0.892, 4.923], [0.242, 0.300, -1.241], [-0.133, -0.337, -0.366], [-0.830, 2.739, -0.952], [-0.251, -0.159, -0.034], [0.589, -1.255, -0.590], [-0.024, -0.179, 0.629], [0.001, 0.729, -1.893], [0.076, -0.127, 0.328], [-0.263, -0.193, 0.588], [2.258, 0.952, -2.095], [0.821, -1.968, -2.824], [0.391, 0.980, 0.915], [-0.357, -0.547, 0.373], [0.486, -0.749, -0.030], [1.355, 0.376, -1.175], [-1.809, 1.462, -1.747], [0.063, -1.462, 3.164]]}


6.
{"formula": "C4H15N2O", "method": "wB97M-V/def2-TZVPD", "total_charge": 1, "homo_ev": -13.31, "orbital_gap_ev": 10.37, "species": ["C", "N", "C", "C", "N", "C", "H", "H", "H", "H", "H", "H", "H", "H", "H", "H", "H", "H", "H", "H", "H", "O"], "positions_angstrom": [[0.907, -1.363, 0.534], [-0.522, -1.299, 0.412], [-1.041, -1.689, -0.909], [1.603, -0.090, -0.043], [0.633, 1.014, -0.320], [0.827, 2.275, 0.436], [1.147, -1.447, 1.589], [1.381, -2.244, 0.077], [-1.014, -1.674, 1.206], [-0.310, -1.366, -1.645], [-1.197, -2.755, -1.030], [-2.052, -1.292, -1.038], [2.309, 0.249, 0.712], [2.140, -0.322, -0.957], [-0.339, 0.637, -0.236], [0.673, 1.233, -1.321], [1.448, 2.944, -0.148], [-0.151, 2.745, 0.579], [1.287, 2.051, 1.384], [-3.148, 0.674, -0.310], [-2.200, 0.626, 0.924], [-2.382, 1.093, 0.104]], "atomic_forces_ev_per_a": [[0.222, -0.149, 0.300], [-0.170, 0.285, -0.595], [-0.521, -0.294, 0.887], [0.095, -0.493, 0.344], [-0.255, -0.300, -1.157], [-0.668, 0.412, -0.049], [0.037, 0.147, 0.180], [-0.236, 0.125, -0.139], [0.020, -0.299, -0.128], [-0.348, 0.177, -0.346], [0.443, -0.484, 0.045], [0.426, 0.431, -0.332], [0.108, 0.224, -0.270], [0.025, 0.105, -0.047], [0.149, 0.009, 0.689], [0.151, 0.048, 0.249], [0.195, -0.001, 0.079], [0.227, -0.117, 0.022], [0.058, 0.000, 0.253], [0.100, 0.101, 0.242], [-0.323, -0.186, 0.053], [0.265, 0.258, -0.278]]}